[1]
Here is C37H34MnN8O6S2 as an isolated structure in a non-equilibrium geometry from the OMol25 dataset. Energies are from ωB97M-V/def2-TZVPD.

Net charge: -2
LUMO energy (spin up / spin down) (eV): 3.867 / 3.864
Relative energy (zero: lowest compared OMol25 entry of this formula, charge and spin) (kcal/mol): 23.4
Multiplicity: 6
Calculated total energy (Eh): -4267.24924

Last column: Mulliken spin population.
Positions of all 88 atoms, in Å:
Mn 0.080 1.172 -0.291  4.131
S 5.509 -4.511 -0.451  0.000
S -1.313 -1.540 -2.776  0.005
O 4.281 -0.350 -0.578  0.004
O -0.764 -2.880 -2.601  0.002
O 2.168 0.120 -1.242  -0.006
O -0.903 -0.744 -3.926  0.000
O 6.102 -4.349 0.843  0.000
O 6.061 -5.308 -1.520  0.000
N -1.137 9.331 5.977  0.027
N 5.186 -3.022 -1.038  0.000
N -1.032 -0.640 -1.388  0.040
N -1.288 2.520 0.245  0.032
N -1.672 -2.359 0.202  -0.005
N 1.480 2.287 0.882  0.021
N -7.001 -0.221 -2.683  0.000
N -0.532 -0.336 0.745  0.011
C 3.808 -5.184 -0.263  0.000
C 1.226 3.424 1.588  -0.066
C -0.363 -5.960 -0.656  0.000
C 1.120 -5.742 -0.462  0.000
C -0.261 5.009 2.978  0.056
C 2.976 -4.839 0.797  0.000
C 3.226 -0.594 -1.206  0.002
C 3.479 3.327 1.345  -0.049
C -0.632 -2.009 2.379  -0.006
C 1.606 -5.163 0.704  0.001
C -0.090 3.870 2.031  0.301
C 3.093 -1.963 -1.927  -0.001
C -1.143 -1.193 -0.149  0.016
C -5.108 -1.248 -1.738  0.005
C 0.420 6.201 2.731  0.072
C -0.234 -0.729 1.988  0.046
C -1.248 3.425 1.347  -0.088
C 0.338 2.155 -2.010  -0.470
C -4.872 -0.023 -3.866  0.000
C 2.866 2.216 0.711  0.190
C -3.358 3.454 0.440  -0.072
C -3.830 -1.703 -1.803  -0.003
C 3.352 -5.946 -1.332  0.000
C -3.055 -1.282 -2.841  0.000
C 0.175 7.313 3.541  -0.024
C -0.724 7.244 4.609  0.053
C -5.654 -0.415 -2.755  0.002
C 2.452 4.088 1.901  0.183
C -2.584 2.545 -0.249  0.183
C 4.420 -2.707 -2.254  0.000
C -2.586 3.956 1.514  0.216
C 2.019 -6.216 -1.454  0.000
C -1.139 4.956 4.070  0.053
C -1.327 6.029 4.950  -0.026
C -3.530 -0.445 -3.887  0.000
C -0.907 8.380 5.379  -0.004
C -1.383 -2.759 1.469  0.015
H 2.448 -2.571 -1.299  0.000
H 1.614 -6.778 -2.291  0.000
H -1.782 -3.719 1.762  0.000
H -0.814 -6.519 0.175  0.000
H 0.932 -4.821 1.470  -0.001
H -2.877 1.961 -1.100  0.032
H 2.516 4.946 2.569  0.009
H -7.472 0.458 -3.268  0.000
H -1.797 4.051 4.169  0.007
H -1.988 6.000 5.756  0.001
H 0.263 -0.042 2.642  -0.002
H 4.534 3.504 1.467  0.001
H -2.790 -0.109 -4.593  0.000
H 0.361 3.222 -1.790  0.028
H 5.092 -2.225 -0.348  0.000
H 3.362 1.388 0.193  0.026
H 4.071 -6.347 -2.037  0.000
H -0.848 -4.962 -0.746  0.000
H -2.913 4.564 2.350  0.012
H -7.437 -0.480 -1.802  0.000
H -4.393 3.670 0.238  0.002
H -5.763 -1.551 -0.946  0.000
H 3.378 -4.402 1.719  0.000
H -0.525 -6.542 -1.552  0.000
H 4.204 -3.634 -2.848  0.000
H -5.241 0.708 -4.577  0.000
H 0.648 8.246 3.343  -0.003
H 5.041 -2.027 -2.800  0.000
H 1.231 1.799 -2.496  0.012
H -3.480 -2.414 -1.071  -0.001
H 2.578 -1.802 -2.890  0.001
H 1.015 6.294 1.833  0.003
H -0.386 -2.412 3.358  0.001
H -0.556 1.900 -2.611  0.028

=====

[2]
Here is a single C18H22ClN5O5 molecule in a non-equilibrium geometry from the OMol25 dataset. Energies are from ωB97M-V/def2-TZVPD.

Structure (SMILES): CCCCN(C(=O)c1ccc(Cl)c([N+](=O)[O-])c1)c1c(N)n(CCC)c(=O)[nH]c1=O
Net charge: 0
LUMO energy (eV): -0.684
Calculated total energy (Eh): -1809.28302

Last column: natural (NBO) charge in e.
Positions of all 51 atoms, in Å:
Cl -4.310 3.654 -1.300  0.071
O 0.780 2.310 0.595  -0.624
O 0.787 1.057 -3.746  -0.614
O -4.805 1.030 -2.151  -0.338
O -0.953 0.069 3.426  -0.600
O -3.228 -0.418 -1.979  -0.417
N -0.346 -2.132 -0.589  -0.793
N 0.838 1.621 -1.561  -0.633
N 0.184 -0.518 -2.216  -0.435
N -3.815 0.590 -1.621  0.521
N 0.126 -0.333 1.468  -0.452
C -3.253 1.273 -0.487  0.032
C -3.405 2.643 -0.249  -0.038
C -1.790 1.081 1.424  -0.127
C 1.045 -2.200 -3.836  -0.407
C 0.658 1.397 -0.198  0.652
C 2.518 -0.355 2.185  -0.402
C -2.762 3.205 0.850  -0.231
C -0.156 -1.400 -3.327  -0.220
C -2.468 0.506 0.366  -0.160
C 2.474 0.922 3.025  -0.411
C -1.956 2.439 1.673  -0.101
C 1.185 -1.102 2.107  -0.223
C 0.034 -0.867 -0.902  0.481
C 0.299 0.041 0.104  -0.155
C 0.623 0.749 -2.590  0.798
C 2.134 0.670 4.489  -0.621
C 1.578 -3.228 -2.846  -0.611
C -0.836 0.249 2.233  0.687
H -0.496 -0.744 -4.133  0.257
H 3.254 -1.043 2.607  0.207
H 1.750 1.613 2.592  0.226
H -0.991 -2.043 -3.048  0.194
H -1.433 2.893 2.499  0.241
H 1.101 0.352 4.600  0.226
H 2.839 -0.101 1.172  0.202
H 2.435 -3.740 -3.276  0.221
H -0.660 -2.275 0.358  0.416
H 2.265 1.584 5.062  0.210
H 1.119 2.558 -1.831  0.434
H 0.822 -3.977 -2.616  0.193
H -2.415 -0.556 0.178  0.237
H 2.786 -0.094 4.910  0.192
H 1.897 -2.756 -1.921  0.207
H -2.877 4.260 1.034  0.239
H 1.331 -2.028 1.541  0.192
H 0.829 -1.346 3.109  0.239
H 1.835 -1.493 -4.093  0.219
H -0.766 -2.709 -1.297  0.407
H 3.457 1.395 2.960  0.201
H 0.740 -2.704 -4.754  0.212